{
  "formula": "C20H25BF3N12O2W",
  "method": "ωB97M-V with the def2-TZVPD basis set",
  "species": ["W", "C", "C", "N", "N", "C", "B", "N", "C", "C", "C", "N", "N", "C", "C", "C", "N", "N", "C", "C", "C", "N", "H", "H", "H", "H", "H", "H", "H", "H", "H", "H", "H", "H", "N", "N", "H", "H", "H", "H", "N", "C", "C", "O", "O", "H", "H", "H", "H", "H", "F", "C", "F", "F", "C", "C", "C", "N", "C", "C", "H", "H", "H", "H"],
  "positions_angstrom": [[-0.44, 0.72, -0.24], [-0.14, -3.20, 1.68], [-0.61, -1.86, 1.65], [-0.20, -1.25, 0.50], [0.48, -2.31, -0.30], [0.54, -3.43, 0.46], [0.57, -2.02, -1.87], [1.53, -0.72, -1.97], [2.58, -0.58, -2.80], [3.02, 0.76, -2.73], [2.24, 1.40, -1.81], [1.31, 0.53, -1.42], [-0.93, -1.53, -2.23], [-1.75, -2.16, -3.07], [-3.06, -1.54, -2.93], [-2.87, -0.47, -2.14], [-1.49, -0.43, -1.77], [1.06, -3.13, -2.66], [1.14, -3.51, -3.95], [1.70, -4.59, -4.20], [2.04, -5.04, -2.77], [1.59, -4.23, -1.95], [-0.57, -3.86, 2.46], [-1.34, -1.55, 2.29], [1.01, -4.39, 0.10], [2.94, -1.45, -3.29], [3.79, 1.23, -3.29], [2.15, 2.36, -1.46], [-1.34, -2.99, -3.61], [-3.90, -1.93, -3.50], [-3.41, 0.36, -1.79], [1.00, -2.93, -4.83], [2.02, -5.05, -5.08], [2.55, -6.04, -2.47], [-1.41, 2.26, -1.48], [-0.35, 2.88, -0.67], [-1.26, 2.41, -2.49], [-2.39, 2.58, -1.15], [-0.70, 3.44, 0.14], [0.37, 3.36, -1.27], [-4.47, 3.01, 2.74], [-3.90, 1.72, 2.35], [-2.85, 1.94, 1.26], [-2.79, 3.06, 0.70], [-2.05, 0.96, 1.02], [-5.49, 2.96, 3.00], [-4.45, 3.55, 1.81], [-4.00, 3.57, 3.44], [-4.71, 1.01, 1.98], [-3.39, 1.24, 3.19], [3.26, 1.83, 5.87], [3.47, 2.49, 4.76], [4.75, 2.41, 4.49], [3.11, 3.76, 4.91], [2.56, 1.86, 3.64], [2.88, 0.78, 2.79], [1.91, 0.49, 1.81], [0.70, 1.12, 1.67], [0.41, 2.09, 2.51], [1.31, 2.47, 3.46], [3.75, 0.18, 2.94], [2.03, -0.40, 1.13], [-0.59, 2.51, 2.35], [1.07, 3.32, 4.10]],
  "orbital_gap_ev": [6.9, 3.2],
  "s2": 3.7738,
  "total_charge": 4,
  "multiplicity": 4
}

=====

{
  "formula": "C20H25BiN7O5S2",
  "method": "ωB97M-V with the def2-TZVPD basis set",
  "species": ["Bi", "N", "C", "N", "C", "N", "N", "C", "N", "C", "C", "C", "C", "C", "N", "H", "H", "H", "H", "H", "H", "H", "H", "S", "C", "C", "C", "C", "C", "C", "H", "H", "H", "H", "H", "C", "N", "C", "C", "C", "O", "H", "H", "H", "H", "H", "H", "H", "H", "H", "O", "C", "C", "S", "O", "O", "O", "H", "H", "H"],
  "positions_angstrom": [[0.15, -0.36, -0.63], [0.59, 2.40, -0.83], [0.11, 2.26, -2.15], [-0.36, 3.33, -2.80], [-0.89, 3.01, -4.00], [-1.50, 3.99, -4.66], [-0.97, 1.77, -4.56], [-0.54, 0.80, -3.81], [0.11, 1.01, -2.61], [-1.18, -1.73, -3.37], [-1.70, -2.84, -4.06], [-2.31, -3.87, -3.33], [-2.32, -3.78, -1.93], [-1.86, -2.63, -1.33], [-1.31, -1.63, -2.01], [0.36, 3.32, -0.44], [1.59, 2.18, -0.77], [-1.18, 4.94, -4.50], [-1.89, 3.76, -5.57], [-1.55, -2.88, -5.13], [-2.79, -4.67, -3.85], [-2.68, -4.58, -1.33], [-2.10, -2.50, -0.24], [-2.82, 0.44, 0.50], [-3.31, 0.88, 2.12], [-3.04, 0.02, 3.19], [-3.51, 0.33, 4.48], [-4.23, 1.52, 4.67], [-4.43, 2.37, 3.59], [-4.01, 2.03, 2.31], [-2.36, -0.83, 2.97], [-3.15, -0.26, 5.35], [-4.55, 1.85, 5.63], [-4.89, 3.35, 3.78], [-4.21, 2.70, 1.40], [3.75, -0.10, 3.79], [2.67, 0.03, 2.86], [2.51, 1.36, 2.33], [1.85, -0.95, 2.43], [2.12, -2.35, 2.91], [0.81, -0.73, 1.72], [4.31, 0.86, 3.82], [4.40, -0.91, 3.46], [3.37, -0.36, 4.78], [3.04, 2.09, 2.94], [1.45, 1.66, 2.30], [2.91, 1.45, 1.30], [1.55, -2.57, 3.80], [3.21, -2.50, 3.16], [1.76, -3.00, 2.09], [-0.60, -0.90, -5.49], [-0.71, -0.63, -4.29], [4.54, -1.33, -0.88], [3.14, -0.68, -1.69], [3.30, -0.65, -3.10], [2.00, -1.62, -1.25], [2.91, 0.58, -0.94], [4.68, -2.41, -1.17], [4.34, -1.23, 0.19], [5.44, -0.79, -1.22]],
  "orbital_gap_ev": 4.7,
  "de_lowest_ev": 1.715,
  "total_charge": 1
}

=====

{
  "formula": "C20H25F15O10",
  "method": "ωB97M-V with the def2-TZVPD basis set",
  "species": ["C", "C", "O", "C", "O", "C", "F", "F", "F", "H", "H", "H", "H", "H", "C", "C", "O", "C", "O", "C", "F", "F", "F", "H", "H", "H", "H", "H", "C", "C", "O", "C", "O", "C", "F", "F", "F", "H", "H", "H", "H", "H", "C", "C", "O", "C", "O", "C", "F", "F", "F", "H", "H", "H", "H", "H", "C", "C", "O", "C", "O", "C", "F", "F", "F", "H", "H", "H", "H", "H"],
  "positions_angstrom": [[-10.65, -18.33, -15.94], [-11.53, -17.10, -16.07], [-12.83, -17.54, -16.48], [-13.74, -16.58, -16.55], [-13.61, -15.47, -16.14], [-15.02, -17.07, -17.26], [-15.24, -16.32, -18.34], [-14.94, -18.35, -17.61], [-16.07, -16.94, -16.44], [-11.13, -19.06, -15.28], [-9.71, -18.04, -15.46], [-10.43, -18.83, -16.88], [-11.10, -16.35, -16.72], [-11.61, -16.67, -15.07], [-5.72, -16.62, -9.93], [-7.00, -15.93, -10.27], [-7.92, -16.94, -10.79], [-9.02, -16.52, -11.36], [-9.29, -15.39, -11.63], [-9.98, -17.70, -11.62], [-10.79, -17.90, -10.60], [-10.71, -17.44, -12.71], [-9.29, -18.83, -11.85], [-5.88, -17.42, -9.20], [-5.00, -15.93, -9.49], [-5.22, -17.07, -10.79], [-6.85, -15.12, -10.98], [-7.49, -15.61, -9.35], [-10.30, -14.14, -14.64], [-9.26, -13.81, -15.69], [-8.86, -15.02, -16.35], [-8.53, -14.92, -17.64], [-8.92, -14.10, -18.40], [-7.65, -16.09, -18.11], [-8.20, -17.26, -17.76], [-7.49, -16.07, -19.42], [-6.44, -16.03, -17.53], [-10.47, -13.29, -13.98], [-9.97, -14.94, -13.99], [-11.26, -14.44, -15.06], [-8.38, -13.39, -15.19], [-9.65, -13.10, -16.41], [-4.08, -19.30, -12.39], [-3.15, -19.90, -11.36], [-3.00, -19.01, -10.24], [-3.60, -19.31, -9.10], [-4.44, -20.13, -8.94], [-3.02, -18.49, -7.92], [-1.93, -17.80, -8.27], [-3.93, -17.65, -7.43], [-2.68, -19.35, -6.95], [-5.10, -19.30, -12.00], [-4.09, -19.87, -13.32], [-3.84, -18.26, -12.61], [-2.16, -20.12, -11.74], [-3.56, -20.86, -11.03], [-6.71, -17.06, -13.74], [-6.14, -15.69, -13.63], [-4.72, -15.81, -13.34], [-3.98, -14.74, -13.35], [-4.37, -13.61, -13.32], [-2.48, -15.04, -13.37], [-2.07, -15.25, -12.11], [-2.19, -16.14, -14.09], [-1.80, -14.02, -13.86], [-6.45, -17.55, -14.67], [-7.80, -16.94, -13.83], [-6.60, -17.66, -12.85], [-6.60, -15.08, -12.86], [-6.20, -15.07, -14.52]],
  "orbital_gap_ev": 11.8,
  "de_lowest_ev": 0.309,
  "total_charge": 0,
  "smiles": "CCOC(=O)C(F)(F)F.CCOC(=O)C(F)(F)F.CCOC(=O)C(F)(F)F.CCOC(=O)C(F)(F)F.CCOC(=O)C(F)(F)F"
}

=====

{
  "formula": "C20H25F2Si",
  "method": "ωB97M-V with the def2-TZVPD basis set",
  "species": ["C", "C", "C", "C", "Si", "C", "C", "C", "H", "H", "H", "H", "H", "H", "H", "H", "H", "H", "H", "H", "H", "H", "H", "H", "F", "C", "C", "C", "C", "C", "C", "C", "C", "C", "F", "C", "C", "C", "C", "H", "H", "H", "H", "H", "H", "H", "H", "H"],
  "positions_angstrom": [[-0.74, 0.09, 1.93], [-0.10, 1.39, 1.50], [-0.70, 2.55, 1.83], [1.21, 1.37, 0.73], [2.73, 1.30, 1.88], [4.26, 1.23, 0.79], [2.77, 2.82, 2.97], [2.64, -0.25, 2.93], [-0.20, -0.78, 1.56], [-0.83, 0.02, 3.03], [-1.77, 0.04, 1.53], [-0.24, 3.52, 1.59], [-1.61, 2.57, 2.42], [1.26, 0.50, 0.06], [1.32, 2.29, 0.14], [5.16, 1.19, 1.42], [4.26, 0.35, 0.14], [4.33, 2.13, 0.16], [3.66, 2.79, 3.62], [2.82, 3.74, 2.38], [1.89, 2.88, 3.62], [3.53, -0.31, 3.57], [1.76, -0.26, 3.59], [2.61, -1.16, 2.32], [-6.54, 0.48, -3.14], [-5.39, -0.07, -2.64], [-5.46, -0.89, -1.52], [-4.27, -1.42, -1.03], [-3.00, -1.14, -1.63], [-1.85, -1.70, -1.00], [-0.49, -1.76, -1.44], [0.41, -2.55, -0.66], [1.77, -2.63, -0.94], [2.24, -1.90, -2.03], [3.59, -1.93, -2.31], [1.42, -1.14, -2.85], [0.06, -1.09, -2.56], [-3.01, -0.31, -2.78], [-4.19, 0.23, -3.29], [-6.42, -1.09, -1.04], [-4.30, -2.07, -0.16], [-2.07, -2.36, -0.16], [0.01, -3.11, 0.19], [2.45, -3.23, -0.33], [1.82, -0.60, -3.71], [-0.57, -0.51, -3.22], [-2.09, -0.06, -3.29], [-4.17, 0.87, -4.17]],
  "orbital_gap_ev": 4.8,
  "de_lowest_ev": 0.000,
  "total_charge": 1
}

=====

{
  "formula": "C20H25HgN6OS2Sb",
  "method": "ωB97M-V with the def2-TZVPD basis set",
  "species": ["Hg", "N", "C", "S", "N", "N", "C", "C", "C", "C", "C", "C", "C", "O", "H", "H", "H", "H", "H", "H", "H", "C", "N", "C", "C", "N", "C", "S", "C", "C", "C", "C", "C", "N", "H", "H", "H", "H", "H", "H", "H", "H", "H", "C", "Sb", "C", "C", "H", "H", "H", "H", "H", "H", "H", "H", "H"],
  "positions_angstrom": [[0.53, 1.66, 0.36], [3.43, 4.09, -1.87], [2.83, 3.31, -0.89], [1.37, 4.00, -0.19], [3.47, 2.22, -0.59], [2.87, 1.44, 0.37], [3.60, 0.59, 0.97], [3.16, -0.30, 2.03], [4.13, -1.21, 2.50], [3.90, -2.11, 3.51], [2.63, -2.10, 4.12], [1.66, -1.23, 3.70], [1.86, -0.29, 2.64], [0.88, 0.47, 2.31], [2.82, 4.76, -2.29], [4.05, 3.59, -2.48], [4.65, 0.54, 0.67], [5.11, -1.19, 2.02], [4.67, -2.79, 3.84], [2.42, -2.80, 4.92], [0.67, -1.22, 4.16], [-0.87, 1.56, -4.89], [-1.81, 1.56, -3.79], [-3.15, 1.80, -3.88], [-3.65, 1.73, -2.64], [-2.61, 1.41, -1.76], [-1.45, 1.31, -2.49], [0.14, 0.83, -2.11], [-2.84, 1.30, -0.37], [-4.14, 1.00, 0.08], [-4.43, 0.98, 1.41], [-3.39, 1.26, 2.34], [-2.14, 1.51, 1.84], [-1.82, 1.55, 0.53], [-1.42, 1.76, -5.81], [-0.36, 0.60, -4.96], [-0.11, 2.33, -4.75], [-3.64, 2.03, -4.81], [-4.65, 1.91, -2.30], [-4.92, 0.76, -0.63], [-5.43, 0.74, 1.75], [-3.55, 1.24, 3.41], [-1.32, 1.69, 2.52], [1.52, -3.48, 0.57], [-0.07, -2.04, 0.25], [-1.50, -3.20, 1.40], [-0.72, -2.96, -1.60], [1.17, -4.48, 0.32], [1.82, -3.43, 1.61], [2.38, -3.22, -0.05], [-1.27, -4.26, 1.30], [-2.50, -3.00, 1.01], [-1.47, -2.91, 2.45], [-0.89, -4.03, -1.45], [0.02, -2.81, -2.38], [-1.66, -2.48, -1.91]],
  "orbital_gap_ev": [4.3, 6.8],
  "s2": 0.7680,
  "total_charge": -1,
  "multiplicity": 2
}

=====

{
  "formula": "C20H25MoN4O2S",
  "method": "ωB97M-V with the def2-TZVPD basis set",
  "species": ["Mo", "O", "S", "O", "N", "C", "C", "C", "C", "C", "C", "C", "C", "N", "C", "C", "C", "C", "C", "C", "C", "H", "H", "H", "H", "H", "H", "H", "H", "H", "H", "H", "N", "N", "H", "H", "H", "H", "C", "C", "C", "C", "C", "H", "H", "H", "H", "H", "H", "H", "H", "H", "H"],
  "positions_angstrom": [[0.61, 0.13, -0.31], [0.55, -0.59, -3.56], [-0.50, -1.27, -2.83], [-1.61, -1.80, -3.55], [-0.95, -0.30, -1.57], [-1.96, 0.67, -1.73], [-3.07, 0.60, -2.54], [-4.01, 1.64, -2.57], [-3.87, 2.76, -1.79], [-2.75, 2.87, -0.94], [-2.52, 3.97, -0.09], [-1.40, 4.01, 0.69], [-0.49, 2.95, 0.63], [-0.67, 1.90, -0.15], [-1.79, 1.83, -0.93], [0.24, -2.56, -1.87], [-0.24, -3.85, -1.93], [0.31, -4.80, -1.07], [1.29, -4.44, -0.16], [1.75, -3.13, -0.10], [1.21, -2.18, -0.95], [-3.23, -0.27, -3.16], [-4.87, 1.54, -3.22], [-4.61, 3.55, -1.80], [-3.24, 4.78, -0.07], [-1.20, 4.84, 1.35], [0.41, 2.96, 1.23], [-1.02, -4.10, -2.63], [-0.04, -5.82, -1.12], [1.71, -5.18, 0.51], [2.53, -2.85, 0.60], [1.82, -1.22, -1.09], [3.27, 1.44, -1.30], [1.87, 1.37, -1.63], [3.77, 1.88, -2.07], [3.61, 0.50, -1.21], [1.70, 1.00, -2.57], [1.52, 2.32, -1.63], [0.78, 0.98, 3.66], [1.02, -0.33, 2.90], [2.34, -0.97, 3.35], [-0.15, -1.30, 3.13], [1.09, -0.02, 1.44], [0.72, 0.77, 4.73], [-0.16, 1.44, 3.36], [1.59, 1.69, 3.50], [2.30, -1.18, 4.42], [3.18, -0.30, 3.17], [2.52, -1.91, 2.83], [-0.23, -1.54, 4.19], [0.00, -2.23, 2.58], [-1.09, -0.85, 2.81], [2.00, 0.57, 1.07]],
  "orbital_gap_ev": [7.3, 7.3],
  "de_lowest_ev": 0.325,
  "total_charge": 1
}

=====

{
  "formula": "C20H25N3O3S",
  "method": "ωB97M-V with the def2-TZVPD basis set",
  "species": ["C", "C", "C", "O", "C", "C", "C", "C", "C", "N", "N", "C", "O", "C", "C", "S", "C", "C", "C", "C", "C", "N", "C", "C", "O", "C", "C", "H", "H", "H", "H", "H", "H", "H", "H", "H", "H", "H", "H", "H", "H", "H", "H", "H", "H", "H", "H", "H", "H", "H", "H", "H"],
  "positions_angstrom": [[4.52, -0.50, -2.23], [4.37, -1.11, -3.62], [2.99, -1.72, -3.87], [1.99, -0.74, -4.06], [1.44, -0.08, -3.00], [1.13, 1.26, -3.25], [0.51, 2.05, -2.30], [0.21, 1.52, -1.05], [-0.42, 2.32, -0.03], [-0.62, 1.84, 1.14], [-1.23, 2.57, 2.07], [-1.62, 2.06, 3.29], [-2.17, 2.77, 4.09], [-1.10, 0.67, 3.64], [-1.69, 0.21, 4.96], [-1.37, -0.60, 2.36], [-2.92, -0.11, 1.73], [-3.52, -0.79, 0.67], [-4.73, -0.33, 0.21], [-5.32, 0.78, 0.82], [-4.64, 1.38, 1.87], [-3.47, 0.94, 2.31], [0.51, 0.18, -0.80], [1.09, -0.64, -1.75], [1.33, -1.97, -1.56], [1.03, -2.57, -0.32], [2.07, -2.27, 0.76], [3.84, 0.34, -2.10], [4.29, -1.24, -1.47], [5.53, -0.15, -2.08], [5.12, -1.90, -3.75], [4.56, -0.35, -4.38], [3.01, -2.27, -4.82], [2.73, -2.41, -3.07], [1.38, 1.65, -4.22], [0.29, 3.08, -2.53], [-0.73, 3.33, -0.30], [-1.56, 3.51, 1.86], [-0.01, 0.74, 3.70], [-2.77, 0.12, 4.87], [-1.27, -0.75, 5.25], [-1.47, 0.94, 5.74], [-3.03, -1.64, 0.23], [-5.23, -0.82, -0.61], [-6.27, 1.16, 0.49], [-5.03, 2.24, 2.39], [0.23, -0.20, 0.17], [1.02, -3.64, -0.53], [0.03, -2.27, 0.03], [3.04, -2.65, 0.45], [1.78, -2.76, 1.68], [2.15, -1.20, 0.93]],
  "orbital_gap_ev": 8.3,
  "de_lowest_ev": 3.654,
  "total_charge": 0,
  "smiles": "CCCOc1ccc(/C=N/NC(=O)[C@@H](C)Sc2ccccn2)cc1OCC"
}

=====

{
  "formula": "C20H25N4O4S2",
  "method": "ωB97M-V with the def2-TZVPD basis set",
  "species": ["C", "N", "C", "S", "N", "C", "C", "O", "C", "C", "C", "C", "C", "C", "N", "C", "C", "C", "C", "C", "C", "C", "C", "C", "O", "H", "H", "H", "H", "H", "H", "H", "H", "H", "H", "H", "H", "H", "H", "H", "H", "H", "H", "H", "H", "H", "C", "S", "N", "O", "O", "H", "H", "H", "H"],
  "positions_angstrom": [[3.48, 2.46, 2.02], [3.50, 1.19, 1.30], [4.75, 0.61, 1.16], [6.16, 1.34, 1.72], [4.73, -0.67, 0.63], [6.03, -1.34, 0.54], [3.58, -1.40, 0.25], [3.69, -2.57, -0.13], [2.29, -0.72, 0.39], [1.15, -1.40, 0.04], [-0.21, -0.96, 0.27], [-0.64, 0.30, -0.18], [-1.91, 0.79, 0.09], [-2.85, -0.02, 0.79], [-4.10, 0.46, 1.05], [-4.57, 1.65, 0.37], [-3.50, 2.72, 0.25], [-2.25, 2.15, -0.41], [-5.14, -0.40, 1.54], [-4.62, -1.39, 2.57], [-3.41, -2.16, 2.02], [-2.45, -1.31, 1.24], [-1.18, -1.79, 0.91], [2.31, 0.42, 1.31], [1.38, 0.72, 2.06], [2.45, 2.77, 2.16], [4.00, 2.34, 2.98], [4.06, 3.18, 1.43], [5.85, -2.37, 0.23], [6.66, -0.80, -0.18], [6.51, -1.27, 1.52], [1.26, -2.38, -0.43], [0.03, 0.86, -0.84], [-4.93, 1.37, -0.65], [-5.44, 2.01, 0.93], [-3.88, 3.55, -0.34], [-3.23, 3.11, 1.24], [-1.39, 2.80, -0.22], [-2.37, 2.09, -1.50], [-5.92, 0.25, 1.96], [-5.60, -0.96, 0.70], [-4.34, -0.86, 3.49], [-5.43, -2.08, 2.83], [-2.87, -2.63, 2.86], [-3.78, -2.98, 1.39], [-0.91, -2.83, 1.13], [1.43, 0.11, -5.79], [1.40, -0.95, -4.32], [0.94, -0.19, -2.96], [0.41, -1.96, -4.68], [2.80, -1.37, -4.13], [1.70, -0.52, -6.65], [0.44, 0.52, -5.96], [2.17, 0.90, -5.68], [1.73, -0.39, -2.31]],
  "orbital_gap_ev": 5.8,
  "total_charge": -1
}